[1]
Molecular formula: C51H85N12
Method: DFT, ωB97M-V with the def2-TZVPD basis set

Element x y z (Å)
C: 2.02 -4.22 -1.24
C: 1.40 -3.14 -0.25
C: 2.02 -3.10 1.19
C: 0.33 -2.31 -0.73
C: 0.70 -0.89 -1.35
C: 1.97 -0.37 -0.56
C: 2.22 1.20 -0.73
C: 3.17 1.61 0.51
C: 2.92 1.56 -2.10
C: 3.16 3.13 -2.30
N: 4.63 3.42 -2.39
C: 5.38 3.13 -3.63
C: 6.27 1.84 -3.59
C: 6.45 1.13 -4.88
C: 7.29 -0.07 -4.99
C: 7.99 -0.62 -3.82
C: 7.80 0.08 -2.52
C: 6.96 1.30 -2.42
C: 5.24 3.96 -1.36
N: 6.62 4.28 -1.34
C: 6.92 4.81 -0.10
N: 5.75 4.87 0.64
N: 4.76 4.35 -0.12
H: 2.33 -3.65 -2.15
H: 1.26 -5.02 -1.43
H: 2.92 -4.67 -0.74
H: 3.14 -2.93 1.12
H: 1.64 -2.23 1.81
H: 1.87 -4.06 1.75
H: -0.74 -2.69 -0.65
H: 0.86 -0.99 -2.46
H: -0.16 -0.17 -1.20
H: 2.90 -0.92 -0.87
H: 1.74 -0.51 0.53
H: 1.27 1.79 -0.67
H: 4.17 1.89 0.10
H: 3.34 0.72 1.18
H: 2.69 2.40 1.16
H: 2.25 1.21 -2.94
H: 3.92 1.07 -2.21
H: 2.65 3.77 -1.53
H: 2.73 3.44 -3.30
H: 4.66 3.03 -4.48
H: 6.07 4.01 -3.79
H: 5.95 1.54 -5.79
H: 7.42 -0.54 -6.00
H: 8.66 -1.52 -3.88
H: 8.34 -0.32 -1.62
H: 6.88 1.80 -1.42
H: 7.96 5.11 0.18
H: 5.62 5.23 1.58
H: 3.78 4.27 0.14
C: -4.38 0.03 -1.50
C: -5.21 -0.86 -0.58
C: -4.35 -1.81 0.26
C: -3.57 -2.72 -0.63
N: -2.97 -3.42 -1.32
H: -3.82 -0.56 -2.24
H: -5.03 0.71 -2.06
H: -3.66 0.63 -0.93
H: -5.92 -1.43 -1.18
H: -5.79 -0.23 0.09
H: -4.99 -2.41 0.91
H: -3.66 -1.25 0.89
C: 5.63 -6.07 1.85
C: 6.59 -5.67 0.74
C: 7.23 -4.29 0.97
C: 6.17 -3.25 1.02
N: 5.33 -2.44 1.05
H: 4.78 -5.38 1.92
H: 5.23 -7.07 1.67
H: 6.14 -6.09 2.82
H: 6.06 -5.68 -0.21
H: 7.39 -6.42 0.67
H: 7.91 -4.06 0.15
H: 7.79 -4.28 1.90
C: -8.08 2.99 1.87
C: -8.91 2.10 2.79
C: -8.05 1.15 3.62
C: -7.27 0.24 2.73
N: -6.67 -0.45 2.03
H: -7.53 2.41 1.13
H: -8.73 3.67 1.32
H: -7.37 3.59 2.44
H: -9.62 1.53 2.19
H: -9.49 2.73 3.46
H: -8.68 0.54 4.27
H: -7.35 1.70 4.25
C: -12.08 4.27 5.27
C: -12.90 3.38 6.19
C: -12.04 2.42 7.02
C: -11.27 1.52 6.12
N: -10.67 0.82 5.42
H: -11.52 3.69 4.53
H: -12.73 4.96 4.72
H: -11.36 4.87 5.84
H: -13.61 2.80 5.58
H: -13.49 4.01 6.87
H: -12.67 1.81 7.67
H: -11.35 2.98 7.65
C: 5.60 6.96 -4.04
C: 6.07 6.99 -5.50
C: 5.29 8.00 -6.34
C: 3.85 7.64 -6.36
N: 2.73 7.36 -6.36
H: 4.56 6.64 -3.97
H: 6.20 6.24 -3.47
H: 5.70 7.94 -3.58
H: 5.97 5.99 -5.93
H: 7.13 7.25 -5.52
H: 5.67 8.00 -7.37
H: 5.41 9.01 -5.94
C: -15.02 -1.37 2.04
C: -13.53 -1.23 2.34
C: -13.25 -0.90 3.81
C: -13.89 0.39 4.17
N: -14.38 1.39 4.45
H: -15.56 -0.44 2.22
H: -15.17 -1.63 0.99
H: -15.48 -2.15 2.65
H: -13.11 -0.45 1.70
H: -13.03 -2.17 2.08
H: -12.17 -0.83 3.98
H: -13.64 -1.69 4.46
C: 6.02 -2.69 4.41
C: 6.08 -3.29 5.81
C: 7.50 -3.63 6.24
C: 8.08 -4.64 5.30
N: 8.53 -5.42 4.58
H: 6.37 -3.39 3.65
H: 4.99 -2.43 4.15
H: 6.62 -1.78 4.35
H: 5.45 -4.18 5.84
H: 5.65 -2.57 6.52
H: 7.50 -4.05 7.25
H: 8.13 -2.74 6.24
C: 1.62 -4.95 -6.26
C: 2.85 -4.11 -5.96
C: 4.15 -4.93 -5.94
C: 4.07 -5.97 -4.88
N: 4.02 -6.78 -4.06
H: 1.45 -5.71 -5.48
H: 0.73 -4.33 -6.29
H: 1.71 -5.46 -7.22
H: 2.72 -3.61 -5.00
H: 2.94 -3.33 -6.72
H: 5.00 -4.28 -5.74
H: 4.31 -5.41 -6.90

## Properties
orbital gap = 4.7 eV
total charge = +1


[2]
Molecular formula: C51H93F5NO4S
Method: DFT, ωB97M-V with the def2-TZVPD basis set

Element x y z (Å)
C: 2.62 3.43 3.28
C: 1.44 3.23 2.29
C: 0.49 2.10 2.74
C: -1.01 2.56 2.79
N: -1.92 1.60 2.13
C: -1.91 0.35 2.61
C: -2.68 -0.66 2.13
C: -2.52 -2.01 2.83
C: -1.13 -2.27 3.46
C: 0.04 -2.02 2.53
C: 0.09 -2.38 1.20
C: 1.22 -2.13 0.45
C: 2.34 -1.54 1.00
C: 2.30 -1.19 2.34
C: 1.16 -1.42 3.07
C: -3.56 -0.38 1.04
C: -4.47 -1.49 0.50
C: -5.98 -1.12 0.40
C: -3.93 -2.16 -0.83
C: -2.58 -1.64 -1.36
C: -3.53 0.93 0.52
S: -4.53 1.49 -0.88
O: -4.77 0.45 -1.83
O: -3.91 2.58 -1.55
C: -6.15 2.22 -0.25
F: -5.87 3.53 -0.08
F: -6.49 1.76 0.96
C: -7.30 2.17 -1.30
F: -7.59 0.94 -1.72
F: -7.07 2.99 -2.30
F: -8.39 2.64 -0.66
C: -2.70 1.89 1.09
O: -2.67 3.16 0.66
C: -1.56 3.41 -0.25
C: -1.12 4.89 -0.21
O: 0.29 4.99 -0.33
C: 0.72 4.84 -1.67
C: 2.17 4.28 -1.71
H: 2.38 4.29 3.92
H: 3.56 3.65 2.78
H: 2.77 2.55 3.92
H: 1.87 2.95 1.32
H: 0.95 4.19 2.14
H: 0.54 1.24 2.06
H: 0.77 1.78 3.75
H: -1.29 2.60 3.85
H: -1.09 3.58 2.42
H: -1.26 0.16 3.46
H: -2.71 -2.77 2.07
H: -3.29 -2.11 3.61
H: -1.10 -3.32 3.77
H: -1.01 -1.63 4.34
H: -0.77 -2.87 0.76
H: 1.26 -2.40 -0.60
H: 3.24 -1.35 0.43
H: 3.16 -0.74 2.83
H: 1.19 -1.12 4.12
H: -4.43 -2.29 1.25
H: -6.51 -2.08 0.46
H: -6.31 -0.55 1.27
H: -6.25 -0.69 -0.56
H: -3.92 -3.25 -0.70
H: -4.68 -1.95 -1.60
H: -2.51 -0.56 -1.43
H: -1.76 -2.09 -0.80
H: -2.48 -2.02 -2.38
H: -0.69 2.82 0.10
H: -1.75 3.08 -1.27
H: -1.38 5.36 0.75
H: -1.60 5.44 -1.03
H: 0.09 4.17 -2.27
H: 0.75 5.80 -2.21
H: 2.63 4.40 -0.72
H: 2.78 4.84 -2.42
H: 2.15 3.22 -1.98
C: 1.33 10.43 -3.15
C: 1.99 10.81 -1.83
C: 3.50 10.55 -1.81
C: 3.91 9.09 -1.99
C: 3.33 8.13 -0.96
C: 3.77 8.43 0.47
H: 1.42 9.36 -3.36
H: 0.27 10.67 -3.13
H: 1.78 10.98 -3.98
H: 1.51 10.28 -1.01
H: 1.82 11.87 -1.65
H: 3.91 10.94 -0.88
H: 3.97 11.14 -2.61
H: 5.00 9.03 -1.95
H: 3.63 8.75 -2.99
H: 3.65 7.11 -1.21
H: 2.23 8.13 -1.01
H: 4.86 8.40 0.56
H: 3.36 7.69 1.16
H: 3.42 9.41 0.80
C: 4.27 -3.84 -1.66
C: 5.09 -3.76 -0.37
C: 6.32 -2.88 -0.49
C: 7.36 -3.34 -1.52
C: 7.90 -4.75 -1.30
C: 8.64 -4.92 0.02
H: 4.84 -4.29 -2.47
H: 3.38 -4.46 -1.50
H: 3.94 -2.85 -1.97
H: 5.37 -4.77 -0.06
H: 4.45 -3.36 0.42
H: 6.80 -2.79 0.49
H: 6.01 -1.86 -0.76
H: 8.20 -2.63 -1.51
H: 6.93 -3.28 -2.52
H: 8.59 -4.99 -2.12
H: 7.09 -5.48 -1.36
H: 9.48 -4.22 0.09
H: 9.05 -5.93 0.11
H: 7.99 -4.75 0.88
C: -5.72 -2.64 5.62
C: -6.79 -2.60 4.55
C: -7.39 -1.21 4.36
C: -8.14 -0.62 5.55
C: -9.30 -1.47 6.07
C: -10.41 -1.66 5.04
H: -6.09 -2.38 6.61
H: -5.29 -3.64 5.68
H: -4.93 -1.93 5.35
H: -7.58 -3.32 4.77
H: -6.34 -2.92 3.61
H: -8.06 -1.24 3.49
H: -6.57 -0.52 4.08
H: -8.51 0.37 5.27
H: -7.43 -0.45 6.38
H: -9.72 -0.98 6.95
H: -8.94 -2.44 6.40
H: -10.81 -0.70 4.71
H: -11.23 -2.23 5.47
H: -10.06 -2.20 4.16
C: 3.53 -7.75 -3.42
C: 4.82 -7.66 -4.23
C: 4.82 -6.53 -5.26
C: 3.75 -6.65 -6.35
C: 3.81 -7.94 -7.17
C: 5.11 -8.10 -7.95
H: 2.67 -7.97 -4.06
H: 3.60 -8.54 -2.68
H: 3.33 -6.81 -2.90
H: 5.02 -8.62 -4.71
H: 5.65 -7.49 -3.53
H: 5.81 -6.47 -5.72
H: 4.67 -5.57 -4.74
H: 3.85 -5.79 -7.02
H: 2.76 -6.56 -5.90
H: 2.97 -7.93 -7.88
H: 3.65 -8.81 -6.52
H: 5.26 -7.26 -8.63
H: 5.08 -9.01 -8.55
H: 5.97 -8.17 -7.29

## Properties
orbital gap = 7.9 eV
total charge = +1